No. 1
DFT (wB97M-V/def2-TZVPD) results for C5H5NO2 in the gas phase in a non-equilibrium geometry.

Computed properties:
SMILES ... C#C[C@@H]1CC(=O)NO1
Total energy ... -10843.1005 eV
M ... 111.10 g/mol
Relative energy (zero: lowest compared OMol25 entry of this formula, charge and spin) ... 792.6 kJ/mol
Kohn-Sham gap ... 9.55 eV
F_max ... 0.2380 Eh/bohr

Structure (XYZ):
```
13
Properties=species:S:1:pos:R:3:mulliken_charge:R:1
C -1.4997 -0.3182 0.0620 0.302
C -0.1123 -0.9290 -0.1187 -0.518
C 0.6639 0.3415 0.2374 0.718
C 2.0588 -0.0381 -0.2080 -0.517
C 3.4001 -0.4973 0.0541 -0.448
H -0.2491 -1.3240 -1.1985 0.247
H 0.0651 -1.6333 0.6647 0.341
H 0.7034 0.2111 1.3953 0.233
H -1.9633 1.4589 0.7672 0.322
H 4.5373 -0.4663 0.1629 0.347
N -1.3812 1.0719 -0.0881 -0.179
O -2.6036 -0.9739 0.0167 -0.598
O 0.0423 1.3361 -0.1837 -0.250
```

***

No. 2
DFT (wB97M-V/def2-TZVPD) results for a molecular structure, C8H10GaN2O3 in a non-equilibrium geometry.

Computed properties:
Charge ... -1
Total energy ... -69948.0466 eV
M ... 251.90 g/mol
Relative energy (zero: lowest compared OMol25 entry of this formula, charge and spin) ... 15.0 kJ/mol
Kohn-Sham gap (alpha / beta) ... 5.82 / 5.81 eV
F_max ... 0.0772 Eh/bohr

Structure (XYZ):
```
24
Properties=species:S:1:pos:R:3:mulliken_charge:R:1
C 0.9021 -1.2756 -1.4579 -0.438
C -0.4952 -1.2032 -1.7106 -0.506
C -1.1775 -1.9014 -0.6705 -0.744
C -0.1974 -2.3931 0.2345 -0.457
C 1.0884 -2.0007 -0.2461 -0.388
Ga 0.0000 0.0000 0.3443 0.051
C -1.5729 1.6514 -0.5684 -0.946
C -0.4269 2.0447 -1.1376 0.398
C 0.5261 2.5701 -1.8803 -0.695
N 1.3408 1.0138 0.6563 -0.187
H -2.2587 -2.0229 -0.5773 0.390
H -0.9601 -0.7007 -2.5620 0.539
H -0.3902 -2.9517 1.1517 0.421
H 2.0452 -2.2101 0.2343 0.416
H 1.6900 -0.8249 -2.0629 0.364
H -2.2437 0.9452 -1.0732 0.344
H 2.2097 1.5614 0.6796 0.028
H -1.9177 2.0918 0.3738 0.301
H 0.2728 3.3680 -2.5926 0.288
H 1.5652 2.2378 -1.8142 0.349
O 0.0000 1.0329 4.3104 -0.585
N 0.0000 0.0000 3.7143 0.889
O 0.0001 -1.0329 4.3104 -0.608
O 0.0000 0.0000 2.3443 -0.224
```